The following is a quantum chemistry calculation of the molecule C2H4IN3 in a non-equilibrium geometry, from the Open Molecules 2025 dataset.

Last column: Mulliken charge in e.
Cartesian coordinates (Å):
C: 0.108 0.369 -1.133  -0.15
C: 0.466 -0.176 0.493  -0.33
N: 1.094 0.748 -1.783  -0.47
N: -1.439 -0.836 1.613  -0.50
N: -0.495 -1.029 0.779  0.08
I: 0.801 1.584 1.794  0.09
H: -0.906 0.560 -1.404  0.40
H: 1.350 -0.736 0.466  0.37
H: 1.000 1.341 -2.546  0.24
H: -1.978 -1.825 1.719  0.27

Output
⟨S²⟩: 2.012
HOMO (alpha / beta) (eV): -7.3 / -9.5
Energy above the lowest of the compared OMol25 structures with the same formula, charge and spin (kcal/mol): 20.2
Spin multiplicity: 3
Maximum force (eV Å⁻¹): 5.215
LUMO energy (alpha / beta) (eV): 0.306 / -2.268
Energy (eV): -14704.056